7
Properties=species:S:1:pos:R:3 method="wB97M-V/def2-TZVPD" max_force_ev_per_a=4.5 energy_ev=-14578.7756 gap_ev=9.301 homo_energy_ev=-9.82 relative_energy_kj_mol=153.2 e_lumo_ev=-0.52 smiles="C/P=N/F"
C -1.0547 -0.1786 0.0165
P 0.7263 -0.7530 0.2861
N 1.5815 0.5105 -0.1874
F 2.9988 0.4535 0.0107
H -1.2120 0.9229 0.1767
H -1.3563 -0.3653 -0.9942
H -1.6837 -0.5900 0.6917